No. 1
{
  "formula": "C6H10",
  "method": "the ωB97M-V functional and the def2-TZVPD basis",
  "e_homo_ev": -9.6,
  "symbols": ["C", "C", "C", "C", "C", "C", "H", "H", "H", "H", "H", "H", "H", "H", "H", "H"],
  "coordinates": [[1.917, 0.638, -0.238], [1.208, -0.648, 0.179], [0.438, -1.505, -1.587], [-0.162, -0.964, -0.585], [-1.495, -0.647, 0.038], [-1.719, 0.843, 0.310], [2.486, 0.497, -1.164], [1.193, 1.438, -0.418], [2.613, 0.967, 0.543], [1.914, -1.486, 0.203], [0.818, -0.573, 1.198], [-1.575, -1.205, 0.982], [-2.296, -1.026, -0.607], [-1.682, 1.421, -0.618], [-2.699, 1.005, 0.774], [-0.959, 1.245, 0.990]],
  "forces_ev_per_a": [[-0.07, 0.08, -0.02], [0.15, 0.10, 0.25], [-0.54, 0.11, 0.38], [0.30, -0.23, -0.44], [0.01, -0.04, -0.05], [0.05, 0.07, 0.00], [-0.17, -0.05, 0.17], [0.10, -0.05, 0.05], [-0.12, -0.06, -0.11], [-0.25, 0.13, -0.13], [0.12, 0.00, 0.08], [0.09, 0.08, -0.16], [0.24, 0.04, 0.02], [0.00, -0.09, 0.12], [0.18, -0.06, -0.08], [-0.10, -0.05, -0.10]]
}

***

No. 2
{
  "formula": "C6H11N3O6",
  "method": "the ωB97M-V functional and the def2-TZVPD basis",
  "e_homo_ev": -11.2,
  "smiles": "CCC([N+](=O)[O-])([N+](=O)[O-])C(C)(C)[N+](=O)[O-]",
  "symbols": ["C", "C", "C", "C", "C", "C", "N", "N", "N", "O", "O", "O", "O", "O", "O", "H", "H", "H", "H", "H", "H", "H", "H", "H", "H", "H"],
  "coordinates": [[-1.174, -1.151, -2.326], [0.614, 1.556, 1.678], [1.763, -0.772, 1.039], [-0.276, -1.053, -1.076], [0.548, 0.198, 1.091], [-0.196, 0.241, -0.385], [-0.578, -0.613, 1.898], [0.690, 1.131, -1.364], [-1.475, 0.927, -0.237], [-1.272, 0.062, 2.579], [-0.614, -1.783, 1.730], [0.243, 1.327, -2.466], [1.810, 1.394, -1.021], [-2.411, 0.209, -0.009], [-1.497, 2.137, -0.355], [-0.801, -0.511, -3.133], [-2.267, -0.732, -2.082], [-1.235, -2.184, -2.695], [0.475, 1.395, 2.827], [-0.125, 2.380, 1.355], [1.643, 1.960, 1.555], [2.470, -0.443, 1.850], [1.397, -1.769, 1.239], [2.211, -0.600, 0.090], [-0.681, -1.947, -0.387], [0.738, -1.359, -1.393]],
  "forces_ev_per_a": [[-2.07, 1.53, 0.08], [0.81, 1.80, 2.68], [-0.22, 2.11, 1.62], [-1.36, -4.22, -0.25], [-1.99, -1.62, -1.92], [2.62, 0.80, 0.79], [1.92, 2.05, -0.96], [-0.43, -0.61, -0.03], [-0.55, 0.91, -0.49], [-1.58, 0.33, 1.28], [-0.66, -2.24, 0.36], [-0.37, 0.30, 0.22], [0.49, 0.27, 0.54], [-0.66, -0.14, 0.36], [-0.11, -0.27, 0.05], [-0.10, -0.34, 0.12], [2.34, -1.27, -0.60], [-0.04, 0.34, 0.33], [0.29, 0.62, -2.04], [1.09, -1.77, 0.38], [-0.72, -0.24, -0.08], [-0.54, -0.43, -0.78], [0.31, -0.14, -0.36], [0.71, -0.41, -0.51], [1.14, 2.42, -1.17], [-0.31, 0.21, 0.38]]
}

***

No. 3
{
  "formula": "C16H48O8S8",
  "method": "the ωB97M-V functional and the def2-TZVPD basis",
  "e_homo_ev": -8.7,
  "symbols": ["C", "S", "O", "C", "H", "H", "H", "H", "H", "H", "C", "S", "O", "C", "H", "H", "H", "H", "H", "H", "C", "S", "O", "C", "H", "H", "H", "H", "H", "H", "C", "S", "O", "C", "H", "H", "H", "H", "H", "H", "C", "S", "O", "C", "H", "H", "H", "H", "H", "H", "C", "S", "O", "C", "H", "H", "H", "H", "H", "H", "C", "S", "O", "C", "H", "H", "H", "H", "H", "H", "C", "S", "O", "C", "H", "H", "H", "H", "H", "H"],
  "coordinates": [[2.729, 3.015, -4.022], [1.776, 2.020, -5.160], [2.623, 1.817, -6.351], [1.867, 0.507, -4.213], [3.792, 2.800, -4.148], [2.439, 2.851, -2.980], [2.569, 4.077, -4.209], [2.889, 0.264, -3.914], [1.425, -0.293, -4.801], [1.312, 0.584, -3.271], [-5.422, -3.778, 0.709], [-3.924, -4.564, 1.267], [-4.226, -5.995, 1.487], [-3.862, -3.807, 2.921], [-5.224, -2.709, 0.602], [-6.268, -3.990, 1.359], [-5.625, -4.164, -0.290], [-3.456, -4.604, 3.541], [-4.847, -3.510, 3.265], [-3.136, -2.996, 2.897], [-0.377, 5.096, -1.778], [-1.533, 5.439, -0.444], [-2.490, 6.464, -0.918], [-2.398, 3.869, -0.553], [0.443, 5.800, -1.676], [-0.896, 5.184, -2.731], [-0.001, 4.081, -1.638], [-3.190, 3.877, 0.193], [-1.715, 3.037, -0.393], [-2.842, 3.797, -1.547], [4.683, 1.704, -0.922], [3.020, 1.269, -0.454], [2.326, 2.578, -0.289], [3.387, 0.641, 1.198], [5.340, 0.860, -1.117], [5.129, 2.381, -0.188], [4.565, 2.318, -1.816], [4.397, 0.230, 1.208], [2.667, -0.129, 1.459], [3.373, 1.500, 1.869], [3.351, -4.918, 2.753], [3.557, -5.115, 0.983], [4.947, -4.767, 0.629], [2.559, -3.696, 0.525], [2.499, -5.540, 3.038], [3.188, -3.894, 3.084], [4.239, -5.322, 3.235], [1.669, -3.613, 1.148], [2.220, -3.815, -0.505], [3.206, -2.821, 0.573], [-2.051, 1.207, -3.275], [-2.695, 0.446, -4.771], [-2.056, 1.185, -5.888], [-1.797, -1.099, -4.562], [-2.401, 0.691, -2.381], [-2.452, 2.218, -3.234], [-0.965, 1.177, -3.338], [-1.937, -1.427, -3.531], [-0.741, -0.913, -4.748], [-2.215, -1.847, -5.231], [-0.990, -1.849, 0.699], [0.224, -0.738, -0.012], [-0.083, -0.660, -1.451], [-0.401, 0.727, 0.780], [-1.935, -1.596, 0.220], [-1.011, -1.675, 1.775], [-0.694, -2.872, 0.484], [-0.016, 1.664, 0.380], [-0.178, 0.637, 1.844], [-1.492, 0.779, 0.681], [-0.985, 1.504, 4.385], [-1.683, 0.844, 5.905], [-2.022, -0.567, 5.630], [-0.130, 0.817, 6.807], [-0.885, 2.587, 4.483], [-1.661, 1.314, 3.555], [-0.004, 1.059, 4.212], [-0.343, 0.478, 7.818], [0.323, 1.807, 6.828], [0.515, 0.084, 6.320]],
  "forces_ev_per_a": [[0.28, 0.53, 0.68], [-0.39, 0.00, 0.18], [0.29, 0.01, -0.43], [-0.04, -0.30, 0.86], [-0.04, -0.17, -0.12], [-0.13, -0.16, -0.08], [-0.04, -0.06, -0.30], [0.13, 0.02, -0.43], [0.14, 0.02, -0.13], [-0.19, 0.15, -0.20], [-0.06, 0.24, -0.59], [0.18, 0.12, 0.36], [-0.11, -0.33, -0.06], [0.36, -0.29, -0.36], [-0.12, 0.01, 0.20], [0.07, 0.02, 0.14], [-0.02, -0.09, 0.05], [-0.07, 0.02, 0.08], [0.02, 0.09, 0.08], [-0.23, 0.22, 0.12], [0.06, -0.23, 0.23], [0.09, -0.13, 0.15], [-0.06, 0.15, -0.05], [-0.22, -0.08, -0.18], [0.00, 0.07, -0.22], [-0.01, 0.10, -0.03], [0.15, 0.07, -0.03], [0.03, -0.02, 0.04], [0.01, 0.03, 0.09], [-0.02, 0.03, 0.01], [0.43, 0.80, -0.15], [0.12, -0.30, -0.08], [-0.34, 0.08, 0.10], [0.47, 0.16, -0.06], [-0.18, -0.15, 0.01], [-0.12, -0.22, 0.23], [0.01, -0.27, -0.16], [-0.08, -0.17, -0.04], [-0.08, 0.09, 0.12], [-0.19, -0.03, 0.04], [-0.13, -0.25, 0.49], [-0.27, -0.21, -0.04], [0.43, 0.19, -0.07], [-0.42, 0.10, -0.52], [-0.01, 0.12, 0.04], [0.11, 0.07, -0.16], [0.05, -0.03, -0.10], [0.13, 0.05, 0.15], [0.15, -0.05, -0.03], [-0.05, 0.05, 0.24], [-0.26, 0.04, 0.22], [0.01, 0.02, 0.09], [-0.03, -0.04, -0.12], [-0.21, -0.08, 0.33], [0.09, -0.21, -0.10], [0.21, 0.10, -0.23], [0.00, 0.18, 0.11], [0.07, -0.04, -0.03], [-0.03, -0.03, -0.09], [0.13, 0.06, -0.17], [0.15, 0.22, 0.14], [0.48, -0.14, 0.32], [-0.18, 0.07, -0.78], [-0.95, 0.41, 0.46], [-0.11, -0.13, 0.09], [-0.14, -0.14, 0.01], [-0.08, -0.04, -0.07], [0.58, -0.27, -0.12], [0.16, 0.12, -0.05], [0.04, -0.21, -0.09], [0.23, 0.47, 0.02], [-0.05, 0.33, -0.04], [-0.10, -0.51, -0.11], [0.03, -0.12, 0.10], [0.09, -0.04, 0.06], [-0.13, -0.19, 0.12], [-0.07, -0.07, -0.11], [-0.04, 0.06, 0.03], [0.00, 0.01, 0.00], [0.04, 0.08, -0.04]]
}

***

No. 4
{
  "formula": "C14H44O15",
  "method": "the ωB97M-V functional and the def2-TZVPD basis",
  "e_homo_ev": -9.6,
  "smiles": "OCCO.OCCO.OCCO.OCCO.OCCO.OCCO.OCCO.O",
  "symbols": ["O", "H", "H", "C", "C", "O", "O", "H", "H", "H", "H", "H", "H", "C", "C", "O", "O", "H", "H", "H", "H", "H", "H", "C", "C", "O", "O", "H", "H", "H", "H", "H", "H", "C", "C", "O", "O", "H", "H", "H", "H", "H", "H", "C", "C", "O", "O", "H", "H", "H", "H", "H", "H", "C", "C", "O", "O", "H", "H", "H", "H", "H", "H", "C", "C", "O", "O", "H", "H", "H", "H", "H", "H"],
  "coordinates": [[-1.949, 4.116, 15.817], [-1.888, 4.572, 14.960], [-2.895, 3.902, 15.847], [2.093, 4.222, 12.133], [3.138, 5.367, 11.996], [2.732, 6.518, 12.686], [0.813, 4.414, 11.466], [1.783, 4.076, 13.172], [2.588, 3.251, 11.829], [3.252, 5.480, 10.907], [4.112, 5.031, 12.282], [2.064, 6.948, 12.175], [0.781, 3.976, 10.588], [3.024, 8.518, 20.695], [2.949, 8.907, 19.241], [2.191, 9.986, 18.925], [1.705, 8.106, 21.189], [3.372, 9.275, 21.372], [3.603, 7.621, 20.833], [2.584, 8.018, 18.695], [3.988, 9.046, 18.967], [1.306, 9.884, 19.309], [1.193, 8.798, 21.614], [-1.199, 6.651, 12.737], [-1.107, 7.633, 13.828], [-2.332, 7.579, 14.553], [-1.214, 5.363, 13.350], [-0.397, 6.655, 11.983], [-2.138, 6.794, 12.177], [-0.894, 8.674, 13.612], [-0.348, 7.343, 14.537], [-2.984, 8.217, 14.273], [-0.500, 4.837, 12.921], [-1.242, 10.080, 18.530], [-1.616, 9.621, 17.145], [-2.641, 8.602, 17.328], [-0.714, 9.134, 19.437], [-2.071, 10.601, 18.991], [-0.442, 10.848, 18.401], [-0.779, 9.179, 16.619], [-1.980, 10.506, 16.624], [-2.488, 7.916, 16.697], [-0.807, 8.219, 19.044], [6.823, 8.067, 17.040], [5.725, 7.064, 16.734], [5.697, 6.235, 17.889], [6.456, 8.939, 18.133], [7.007, 8.708, 16.135], [7.692, 7.467, 17.353], [6.008, 6.394, 15.913], [4.715, 7.526, 16.537], [4.828, 5.824, 17.899], [6.455, 8.500, 18.989], [2.354, 5.970, 16.230], [0.935, 5.386, 16.061], [-0.086, 6.255, 16.596], [2.945, 5.645, 17.492], [2.045, 7.089, 16.133], [2.996, 5.642, 15.440], [0.750, 4.377, 16.429], [0.714, 5.258, 14.972], [-0.909, 5.719, 16.536], [2.257, 5.500, 18.130], [-0.746, 4.133, 19.502], [-0.460, 5.508, 19.954], [0.921, 5.763, 19.729], [0.001, 3.298, 20.327], [-0.450, 4.121, 18.446], [-1.795, 3.888, 19.547], [-0.629, 5.606, 20.999], [-0.980, 6.317, 19.450], [1.251, 6.254, 20.489], [0.880, 3.677, 20.383]],
  "forces_ev_per_a": [[-0.61, 0.12, -0.22], [0.33, 0.09, -0.15], [0.35, -0.03, 0.31], [0.51, -1.19, 0.18], [-1.96, -1.14, -1.33], [0.98, -0.23, 0.45], [0.81, -0.05, -0.66], [0.39, 0.22, 0.08], [-0.62, 0.95, 0.04], [-0.13, 0.63, 0.06], [0.48, -0.13, 0.92], [-0.69, 0.47, -0.48], [0.25, 0.46, 0.93], [-2.08, -0.27, 0.68], [0.93, -2.27, 0.36], [-0.96, 1.95, 0.05], [0.23, -0.44, -0.13], [0.49, 0.64, 0.05], [0.60, -0.23, -0.20], [0.21, 0.01, 0.10], [0.20, 0.39, -0.58], [0.05, -0.31, -0.15], [0.28, 0.23, -0.21], [-0.03, -0.81, -1.38], [-0.37, 1.18, 1.06], [-0.17, -0.52, 0.99], [0.65, -0.79, -0.57], [-0.02, 0.36, 0.37], [0.17, -0.03, 0.17], [0.09, 0.17, -0.82], [0.30, -0.30, 0.21], [0.05, 0.30, -0.38], [-0.81, 0.36, 0.21], [1.35, 1.37, -0.19], [-0.82, -1.26, 1.09], [0.32, 1.43, 0.47], [-0.08, -1.83, -0.80], [-0.48, -0.06, 0.13], [-0.48, -0.23, -0.03], [0.32, 0.01, -0.13], [-0.20, -0.09, -0.29], [0.17, -0.68, -0.97], [0.09, 1.53, 0.60], [-0.50, 0.43, 0.09], [-0.23, -0.22, 0.49], [-0.26, 0.08, 0.24], [0.07, 0.34, -0.85], [0.11, -0.49, 1.06], [0.05, 0.34, -0.47], [0.00, 0.51, -0.45], [1.03, -0.22, 0.18], [-0.36, -0.18, 0.16], [0.11, -0.52, -0.41], [-2.86, 1.27, 1.11], [-0.53, -0.30, -1.31], [0.17, -0.55, 0.06], [0.62, 0.23, -1.26], [1.38, -1.36, 0.18], [0.43, 0.01, -0.38], [0.56, -0.15, 0.52], [0.44, 0.37, 0.46], [0.43, 0.37, 0.10], [-0.83, 0.09, 0.78], [0.22, 0.63, -0.75], [0.24, 1.68, -0.28], [0.77, -0.57, -0.06], [-0.11, -1.35, 0.18], [0.06, -0.54, -0.07], [-0.34, -0.21, 0.25], [-0.48, -0.01, 1.03], [-0.72, -0.24, -0.31], [0.14, 0.49, -0.09], [0.27, 0.11, -0.07]]
}